94
Properties=species:S:1:pos:R:3:forces:R:3 method="wB97M-V/def2-TZVPD" homo_lumo_gap_ev=6.78 de_lowest_kcal_mol=0.0 total_charge=+1 energy_ev=-85853.1610
Y -0.20291 -0.70430 0.12718 -0.63 0.21 -0.37
N -1.21975 3.58725 1.57678 -0.13 0.04 -0.09
C -1.71621 3.33772 2.87997 0.01 -0.02 -0.03
C -1.48776 4.25389 3.89063 0.04 -0.01 0.03
C -1.96956 4.00880 5.17051 -0.02 -0.04 -0.02
C -2.66154 2.83813 5.43436 0.02 0.03 0.01
C -2.87092 1.91399 4.41909 0.01 -0.06 0.02
C -2.41475 2.16766 3.13691 -0.01 -0.06 0.09
S -2.75303 1.01558 1.83913 -0.15 0.16 -0.16
N -1.60110 1.45309 0.65515 0.18 -0.26 0.61
C -1.06404 2.62010 0.63800 0.00 -0.10 -0.22
C -0.24380 2.93325 -0.57549 0.09 -0.01 -0.08
C 0.42680 4.13226 -0.76526 0.02 0.01 -0.02
C 1.15726 4.30631 -1.93226 0.00 -0.06 -0.05
C 1.20671 3.27711 -2.85570 0.00 0.03 0.02
C 0.50912 2.10993 -2.57401 0.01 0.08 -0.02
N -0.21483 1.94941 -1.47654 -0.03 -0.06 0.01
H -0.67961 4.42742 1.47131 -0.02 0.03 -0.03
H -0.93640 5.16290 3.67843 0.00 0.00 0.00
H -1.79798 4.73219 5.95553 0.00 0.00 -0.01
H -3.03882 2.63655 6.42744 0.01 0.01 0.00
H -3.40148 0.99194 4.62425 0.01 0.00 -0.01
H 0.41184 4.93501 -0.04152 -0.02 -0.03 0.04
H 1.68965 5.23158 -2.10806 0.00 0.00 0.01
H 1.77938 3.36589 -3.76845 0.00 -0.01 0.00
H 0.54671 1.26116 -3.24755 0.02 0.01 -0.01
O 0.11318 -2.72127 0.68404 0.03 0.28 -0.24
C -0.13216 -3.49264 1.71083 -0.18 0.01 0.32
C -0.49231 -4.83930 1.53268 0.08 0.06 0.06
C -0.78070 -5.64542 2.61434 0.00 -0.03 -0.11
C -0.73197 -5.14514 3.91190 0.00 0.01 0.13
C -0.38415 -3.82427 4.10912 0.00 -0.02 -0.03
C -0.07658 -2.98643 3.03216 -0.08 -0.24 -0.15
C 0.31100 -1.60370 3.28270 0.11 0.11 0.10
N 0.10345 -0.52610 2.53015 0.15 -0.19 -0.15
C 0.64859 0.54302 3.21288 0.01 0.02 0.02
C 1.17868 0.11612 4.38381 0.02 0.10 0.00
N 0.96133 -1.23988 4.41223 -0.13 -0.01 -0.08
H -0.53701 -5.22204 0.52144 0.00 0.02 -0.01
H -1.05830 -6.67884 2.44705 0.00 0.00 0.01
H -0.97642 -5.77656 4.75499 0.00 0.01 -0.01
H -0.38407 -3.42491 5.11751 0.01 0.01 0.00
H 0.65406 1.53520 2.79558 0.02 0.00 0.02
H 1.69546 0.63291 5.17207 -0.01 0.01 -0.02
H 1.28804 -1.88389 5.11108 0.00 0.00 0.01
N 7.88664 1.85476 -2.23294 0.07 -0.03 -0.01
C 6.65713 1.42989 -1.79245 -0.11 -0.01 0.02
C 6.47997 0.12505 -1.31240 -0.01 0.05 -0.02
C 5.25651 -0.28291 -0.82449 0.03 -0.10 0.00
C 4.18811 0.60506 -0.80656 -0.11 -0.09 0.08
C 4.34690 1.89917 -1.27761 -0.08 0.16 -0.02
C 5.56773 2.31219 -1.76710 0.07 -0.03 -0.02
S 2.64410 0.06541 -0.18946 0.16 0.19 0.17
O 1.90012 1.21597 0.34005 0.18 -0.17 0.03
O 2.85295 -1.00790 0.75153 0.18 0.01 -0.03
N 1.65526 -0.40395 -1.35426 0.00 0.24 0.06
C 1.73283 -1.61978 -1.97190 -0.07 -0.01 0.09
N 2.88674 -2.26511 -2.12289 -0.03 -0.17 -0.14
C 2.79611 -3.47293 -2.66955 -0.08 -0.02 -0.02
C 1.58925 -4.04290 -3.04931 -0.07 0.04 0.01
C 0.45280 -3.27463 -2.85324 0.09 -0.03 -0.07
N 0.50772 -2.05024 -2.34122 0.14 -0.15 0.12
H 8.56875 1.15416 -2.46590 0.00 0.00 0.00
H 7.92700 2.68452 -2.79804 -0.01 0.00 0.00
H 7.31419 -0.56543 -1.31937 0.01 0.01 0.00
H 5.11657 -1.29057 -0.45721 0.00 0.03 0.00
H 3.51454 2.59000 -1.24229 -0.01 -0.02 0.02
H 5.69611 3.32840 -2.12016 0.00 0.00 0.00
H 3.72697 -4.01334 -2.80276 0.02 0.02 0.01
H 1.53717 -5.03519 -3.47073 0.00 0.00 0.00
H -0.53349 -3.64692 -3.10924 -0.01 -0.01 0.01
C -3.05456 1.52993 -4.27778 0.00 0.05 -0.07
N -3.50180 0.67562 -3.15388 0.07 -0.02 0.04
C -3.71553 1.47844 -1.91777 -0.03 0.02 0.05
C -2.53300 -0.47769 -2.91012 -0.04 0.05 -0.03
C -3.08864 -1.39713 -1.86559 0.12 0.00 0.12
C -4.23248 -2.13230 -2.18633 0.02 0.01 -0.02
C -4.84034 -2.91456 -1.22206 -0.09 -0.08 0.02
C -4.28068 -2.97702 0.04820 0.04 -0.03 0.01
C -3.11511 -2.27743 0.33090 -0.08 0.10 -0.07
C -2.47792 -1.43907 -0.60303 0.22 0.00 0.05
H -3.78437 2.31744 -4.45005 -0.01 -0.01 0.00
H -2.94144 0.92170 -5.17185 -0.01 -0.01 0.01
H -2.09708 1.96988 -4.00743 0.01 -0.01 0.02
H -4.39494 0.24445 -3.39528 0.00 -0.03 0.00
H -2.75767 1.90175 -1.62963 0.03 0.00 0.00
H -4.06321 0.81920 -1.12781 -0.01 -0.01 0.00
H -4.44590 2.25757 -2.12449 0.01 -0.01 -0.02
H -1.59893 -0.01942 -2.58950 0.00 0.00 0.00
H -2.38770 -0.94430 -3.88662 -0.04 -0.03 0.01
H -4.64328 -2.11840 -3.19498 0.00 0.01 -0.01
H -5.72834 -3.48586 -1.46026 0.00 0.01 0.00
H -4.74289 -3.59349 0.80987 0.00 -0.01 0.00
H -2.69594 -2.39374 1.32859 0.00 0.01 -0.01